100
Properties=species:S:1:pos:R:3:forces:R:3:mulliken_spin:R:1 method="wB97M-V/def2-TZVPD" e_homo_ev="-3.5 / -4.0" spin_multiplicity=3 lumo_energy_ev="2.24 / 1.01" charge=-1 relative_energy_kcal_mol=0.0 orbital_gap_ev="5.7 / 5.0"
Au 0.682381 1.031196 0.639972 -0.1091 -0.5019 -0.1687 0.25
Se -0.229950 3.363841 1.365763 0.1549 0.4102 -0.0166 0.09
Te 0.331345 5.253790 -0.165380 -0.0318 -0.1451 0.0733 0.04
Te -3.443790 5.304175 0.455862 0.0417 -0.0627 0.0180 0.69
Se -2.632157 3.479102 1.786481 -0.2271 -0.0230 -0.1028 0.24
C 3.094097 3.658329 2.643252 -0.0590 -0.0669 0.0264 0.02
C 4.295751 3.662064 1.744075 -0.0227 0.0082 0.1607 -0.01
C 5.306426 4.590760 1.980184 0.0297 0.0172 -0.0083 0.00
C 6.446607 4.645442 1.195513 -0.0288 -0.0246 0.0016 0.00
C 6.598904 3.749260 0.149522 -0.0451 0.0124 0.0206 0.00
C 5.600921 2.819853 -0.099871 -0.0062 0.0506 -0.1331 0.01
C 4.445022 2.767227 0.679118 -0.0531 -0.1312 -0.1332 0.06
P 3.158987 1.486448 0.337185 0.1422 -0.0747 0.0597 0.09
C 3.627932 0.901018 -1.340395 -0.0127 -0.0882 0.2165 0.02
C 4.440082 -0.220524 -1.486297 0.0747 -0.0444 0.0246 0.00
C 4.784276 -0.698955 -2.741145 -0.0328 0.0302 -0.0099 0.00
C 4.302652 -0.052457 -3.869572 -0.0230 0.0236 0.0563 0.00
C 3.487576 1.059951 -3.727134 0.0576 -0.0022 -0.0433 0.00
C 3.136537 1.553191 -2.473715 -0.1312 0.0766 -0.0649 0.00
C 2.227211 2.741753 -2.365825 -0.0100 0.0515 0.0380 0.01
C 3.641163 0.120898 1.438039 -0.0741 0.1381 -0.0198 0.05
C 4.696390 0.164507 2.338971 0.0309 -0.0150 0.0040 -0.03
C 4.852442 -0.845158 3.279992 -0.0135 0.0141 -0.0317 0.03
C 3.939569 -1.892601 3.316385 -0.0184 -0.0104 0.0034 0.00
C 2.892104 -1.949231 2.409502 0.0839 -0.0118 0.0189 0.02
C 2.731658 -0.957009 1.442279 -0.1792 0.0488 -0.1153 -0.01
C 1.625612 -0.953746 0.462500 0.1177 0.1288 -0.0369 0.29
H 3.322930 4.168911 3.578399 -0.0250 0.0095 0.0129 0.00
H 2.752424 2.649297 2.886759 0.0445 0.0160 -0.0275 -0.01
H 2.259646 4.178522 2.167249 0.0506 0.0183 0.0065 0.00
H 5.186115 5.284222 2.803620 0.0054 0.0172 0.0114 0.00
H 7.212291 5.382051 1.403664 0.0077 0.0075 0.0016 0.00
H 7.484725 3.771693 -0.471823 0.0090 -0.0092 -0.0100 0.00
H 5.724524 2.129807 -0.923540 -0.0063 -0.0250 -0.0035 0.00
H 4.805669 -0.729649 -0.602566 0.0006 -0.0004 0.0077 0.00
H 5.416918 -1.572226 -2.832998 0.0035 -0.0092 0.0013 0.00
H 4.554634 -0.415354 -4.857608 0.0079 -0.0048 -0.0232 0.00
H 3.108788 1.566639 -4.606505 -0.0107 -0.0019 -0.0248 0.00
H 2.183450 3.284268 -3.309790 -0.0188 0.0118 -0.0053 0.00
H 2.534075 3.445289 -1.589921 0.0265 -0.0172 -0.0287 -0.01
H 1.206576 2.445608 -2.105050 0.0191 -0.0373 0.0107 0.00
H 5.384052 1.001631 2.324939 0.0080 0.0098 -0.0020 0.01
H 5.667282 -0.801580 3.990431 0.0130 -0.0055 0.0152 0.00
H 4.043702 -2.670902 4.062199 0.0038 -0.0204 0.0094 0.00
H 2.185097 -2.769497 2.440385 -0.0139 -0.0251 0.0059 0.00
H 0.891680 -1.743626 0.616281 0.1510 0.1601 -0.0365 -0.04
H 1.979500 -0.976951 -0.569827 -0.0511 -0.0263 0.0282 -0.02
C -0.975147 -6.959464 -1.064313 -0.0075 -0.0046 -0.0067 0.00
C -1.195233 -5.475195 -0.947052 -0.0065 0.0045 -0.0103 0.00
C -1.116475 -4.828415 0.275122 0.0486 0.0201 0.0649 0.00
C -1.329521 -3.457169 0.417568 0.0276 -0.0132 -0.0563 0.00
C -1.227724 -2.885344 1.805478 -0.0489 0.0594 0.0498 0.01
C -1.638703 -2.693068 -0.717284 -0.0279 0.0964 0.0281 -0.01
As -1.638580 -0.706362 -0.870627 0.1448 0.0006 0.0466 0.04
N -1.311028 0.035744 0.759560 0.0823 0.1160 -0.1076 0.15
C -2.091309 0.214557 1.874627 0.2006 -0.1600 -0.0619 0.04
C -3.484960 0.038548 1.933859 -0.0665 -0.0695 -0.0326 0.01
C -4.188785 0.265627 3.103894 -0.0281 -0.0187 0.0634 0.00
C -3.551430 0.662643 4.273675 -0.0019 0.0034 -0.0827 0.01
C -2.172285 0.816958 4.240293 0.0518 0.0121 0.0020 0.00
C -1.458231 0.592338 3.075153 0.0252 0.0179 0.1859 -0.03
C -3.510044 -0.209975 -1.300217 0.0279 0.1048 0.0013 0.02
C -3.614620 1.097991 -1.802248 -0.0896 -0.0143 -0.0590 -0.07
C -2.431169 1.998925 -2.054932 0.0778 0.0209 0.0117 0.02
C -4.875524 1.631167 -2.076140 0.0699 -0.0028 -0.0446 0.00
C -6.033349 0.899954 -1.901211 -0.0167 -0.0016 -0.0002 0.02
C -7.383674 1.494386 -2.196493 -0.0202 -0.0216 0.0051 0.00
C -5.911347 -0.408453 -1.447721 -0.0434 -0.0043 -0.0063 0.00
C -4.681323 -0.975916 -1.142000 0.0216 0.0023 0.0111 -0.01
C -4.689584 -2.382910 -0.599956 0.0034 -0.0053 0.0019 0.00
C -1.720399 -3.337631 -1.961911 -0.0705 -0.0552 -0.0436 0.00
C -2.064873 -2.613152 -3.244460 0.0215 0.0420 -0.0451 0.00
C -1.504948 -4.706889 -2.058532 -0.0451 -0.0197 0.0081 0.00
H -0.556175 -7.367626 -0.144920 0.0051 -0.0030 0.0123 0.00
H -0.291850 -7.195516 -1.881616 0.0087 0.0068 -0.0081 0.00
H -1.913273 -7.482419 -1.263740 -0.0095 0.0016 0.0012 0.00
H -0.875764 -5.405572 1.163055 -0.0059 -0.0095 -0.0078 0.00
H -0.973373 -3.675505 2.512666 0.0078 0.0111 0.0240 0.00
H -2.167523 -2.434616 2.126088 -0.0672 0.0251 -0.0001 0.00
H -0.481127 -2.094018 1.872637 -0.0958 -0.0339 0.0673 0.00
H -4.025119 -0.243146 1.043317 0.0189 0.0460 0.0549 0.00
H -5.265373 0.137204 3.094261 -0.0120 0.0007 -0.0017 0.00
H -4.112321 0.850091 5.179119 -0.0118 -0.0044 0.0168 0.00
H -1.635186 1.115733 5.133601 -0.0096 0.0005 -0.0002 0.00
H -0.376544 0.693073 3.082726 -0.0493 0.0048 -0.0038 -0.01
H -1.557996 1.458510 -2.422449 -0.0587 -0.0139 -0.0112 0.00
H -2.121855 2.515631 -1.144697 0.0413 0.0095 0.1008 0.00
H -2.692490 2.762380 -2.787687 -0.0152 0.0301 0.0282 0.00
H -4.936144 2.653084 -2.436464 -0.0155 0.0046 0.0038 0.02
H -7.299197 2.550296 -2.449595 0.0100 0.0183 -0.0040 0.00
H -8.047624 1.408062 -1.334627 -0.0023 -0.0094 0.0091 0.00
H -7.866083 0.984879 -3.033544 0.0014 -0.0132 -0.0024 0.00
H -6.808334 -1.004348 -1.305881 -0.0025 0.0044 0.0000 0.00
H -5.718484 -2.709676 -0.446327 -0.0003 -0.0103 0.0204 0.00
H -4.162560 -2.452587 0.352951 0.0198 0.0228 0.0111 0.00
H -4.205773 -3.090744 -1.272706 -0.0165 0.0127 -0.0206 0.00
H -2.560934 -1.655303 -3.096366 -0.0005 -0.0753 0.0204 0.00
H -2.737434 -3.230875 -3.842352 0.0308 -0.0169 -0.0348 0.00
H -1.166795 -2.426251 -3.838310 0.0143 0.0150 0.0157 0.00
H -1.588225 -5.180911 -3.032833 0.0044 -0.0099 -0.0010 0.00

46
Properties=species:S:1:pos:R:3:forces:R:3:nbo_charge:R:1 method="wB97M-V/def2-TZVPD" e_homo_ev=-7.5 spin_multiplicity=1 lumo_energy_ev=0.20 charge=0 relative_energy_kcal_mol=496.4 orbital_gap_ev=7.7
C -6.843110 0.594681 -0.001148 -2.0771 2.7834 -11.5974 -0.58
C -5.926918 0.019316 -1.244936 -8.8877 -0.7106 -1.8064 -0.05
H -6.137487 0.649102 -2.199087 -0.4067 -1.1437 1.5800 0.18
H -6.235896 -1.071312 -1.387868 -0.3367 1.3438 -0.1990 0.17
O -4.655663 0.028205 -1.188739 5.9466 -0.6515 3.1396 -0.51
C -4.136708 -0.805746 -0.196162 0.3664 -2.1711 0.0597 0.89
O -4.740846 -1.787696 0.420970 2.9449 5.2369 -2.9193 -0.64
N -2.783646 -0.448472 -0.235497 0.0865 -2.7127 4.2211 -0.46
C -2.177385 0.736840 -0.756030 0.3414 2.8843 5.7498 -0.20
H -2.420124 0.811570 -1.699441 -1.4080 1.1593 -4.8146 0.22
C -0.667766 0.716116 -0.597750 -7.0373 -9.8723 0.1540 -0.22
N -0.196225 0.396095 0.626222 -0.4280 -5.5541 4.6940 -0.45
C 0.457540 1.316275 1.241141 0.6552 9.8287 6.6566 -0.27
C 1.570658 2.235782 0.573704 -0.7195 -6.4683 -0.2500 0.56
O 1.456530 3.310166 0.114009 -0.5551 2.9796 -0.1084 -0.53
C 2.625937 1.288880 0.282075 6.5361 -1.3867 -3.2807 -0.25
C 3.735547 1.756096 -0.563874 -9.9595 8.2351 2.2509 -0.07
C 4.785872 1.174269 -0.939027 7.7037 8.6886 -7.8246 -0.33
C 5.048379 0.005668 -0.698715 -3.5306 -9.8257 6.2650 0.30
N 5.938390 -0.921969 -0.746869 7.4679 0.0218 -6.3867 -0.55
H 6.581827 -0.828847 -1.699773 -1.7241 -0.7262 3.4839 0.38
C 5.484760 -2.223845 -0.313282 12.7180 -4.0070 -7.7107 -0.25
H 6.425746 -2.671518 0.126618 -1.5502 0.0662 0.5128 0.21
H 5.314021 -2.886600 -1.174686 0.5451 0.0574 -0.6927 0.19
C 4.351984 -1.966646 0.174267 -10.5166 -8.9537 13.3693 -0.33
C 4.029425 -0.691264 0.132835 -3.5145 5.4988 -1.3015 -0.15
C 2.844873 -0.208897 0.539151 4.3110 8.1836 -4.0076 -0.11
H 2.103942 -0.344912 1.090065 -5.9236 -3.9394 4.8763 0.21
H 3.487062 -2.883321 0.277530 2.1261 2.7797 -1.2277 0.25
H 4.632797 -2.302860 1.544152 -0.8939 1.2019 -2.4941 0.13
H 5.596628 1.813960 -1.668750 -2.1582 -1.6451 1.9446 0.18
H 3.535848 2.927789 -1.022089 0.6537 -3.3980 1.6257 0.23
H -0.308981 2.306312 1.542605 1.0007 -1.7915 -0.1802 0.08
H 0.826186 1.090676 2.306919 -0.3056 -0.2547 -1.5960 0.22
C -1.084491 -0.439255 1.599214 3.1054 9.9047 1.0918 -0.29
C -1.921864 -1.077693 0.820105 -6.6771 -11.8256 -4.7286 -0.19
H -1.338195 -1.994929 0.042459 -1.2664 2.2487 2.8171 0.18
H -2.649312 -1.812518 1.696375 1.7474 2.1388 -3.2788 0.27
H -1.695215 0.393912 2.162143 0.6013 -0.8251 -0.6761 0.18
H -0.611630 -0.835792 2.426551 1.5800 -1.6541 0.9149 0.24
H -0.037243 1.311281 -0.890724 5.3557 6.9877 -4.5736 0.22
H -0.483745 -0.281283 -0.987734 0.4279 0.0857 -2.3399 0.19
H -2.506328 1.559463 -0.054828 -0.2987 -0.0631 -1.4158 0.19
H -8.002919 0.364436 -0.280128 2.7162 1.3679 0.1328 0.20
H -6.779816 0.100282 0.750505 1.6668 -5.8887 9.2819 0.18
H -6.492438 1.578211 0.057506 -0.4287 1.7863 0.5887 0.20

21
Properties=species:S:1:pos:R:3:forces:R:3:nbo_charge:R:1 method="wB97M-V/def2-TZVPD" e_homo_ev="-13.2 / -14.3" spin_multiplicity=2 lumo_energy_ev="-3.63 / -6.62" charge=+1 relative_energy_kcal_mol=22.1 orbital_gap_ev="9.5 / 7.7"
C 2.884224 -2.397650 0.258784 -0.1779 -1.1652 -0.3276 -0.44
N 1.915242 -1.493062 0.848760 -0.7907 0.8958 -0.5686 -0.40
C 0.981821 -0.871263 0.101811 1.9232 -2.6438 -0.2385 0.08
C 0.334607 0.262271 0.428603 -2.2309 1.7967 0.4336 -0.12
C -0.635596 0.891620 -0.447822 1.8709 -0.2470 1.1047 -0.25
C -1.417060 0.219027 -1.297792 -2.1940 -0.2140 -1.0482 -0.02
C -2.501947 0.879865 -2.087035 -0.9658 0.6588 0.1784 -0.70
H 2.597469 -2.696380 -0.809738 0.5599 0.5939 1.6933 0.24
H 2.918918 -3.259658 0.916736 -0.2485 -0.5878 -0.2546 0.24
H 3.907330 -2.029949 0.372805 -0.1969 0.5388 -0.5804 0.25
H 2.013435 -1.294614 1.850111 -0.0078 0.2239 -0.6039 0.43
H 0.841184 -1.365565 -0.874679 0.1110 0.6324 0.3883 0.22
H 0.436768 0.727126 1.416645 0.5262 -0.1832 -0.4166 0.23
H -0.649656 1.977671 -0.353817 -0.6172 -0.1870 -0.0657 0.23
H -1.470256 -0.844686 -1.494092 0.8453 -0.2762 0.7302 0.22
H -3.099873 0.209607 -2.735959 1.3231 0.2682 -0.4397 0.25
H -3.406479 1.225381 -1.523387 1.1644 0.1951 0.4712 0.27
H -2.009972 1.769996 -2.523504 -0.8626 -0.3812 -0.4547 0.25
H -0.664849 2.402828 2.207679 0.2266 -0.0142 0.2781 0.44
H -1.855545 3.110686 2.704895 -0.0529 -0.0139 0.5456 0.47
O -1.119757 2.576748 3.040997 -0.2055 0.1099 -0.8250 -0.91

The highest charge belongs to which entry?
C6H13NO